1.
Formula: C4H8O
Source: OMol25
Level of theory: ωB97M-V with the def2-TZVPD basis set

Last column: natural (NBO) charge in e.
Geometry (Å):
C 0.8049 -1.3381 0.4539  -0.58
C 0.2104 0.4139 -0.4753  -0.12
C -0.2540 1.6980 0.1933  -0.66
C -0.7794 -0.6113 -0.5399  0.30
O -1.7505 -0.6499 0.2053  -0.66
H 0.9239 -1.0242 1.4848  0.22
H 0.1797 -2.2590 0.5089  0.25
H 1.7172 -1.6236 -0.0582  0.21
H 0.8079 0.5922 -1.3790  0.21
H -1.1020 2.1028 -0.3972  0.24
H 0.4938 2.4961 0.2211  0.21
H -0.6710 1.4867 1.1761  0.25
H -0.5808 -1.2836 -1.3938  0.12

M in g mol⁻¹: 72.1
HOMO-LUMO gap in eV: 9.56


2.
Formula: C3H8NO
Source: OMol25
Level of theory: ωB97M-V with the def2-TZVPD basis set

Last column: Mulliken spin population.
Geometry (Å):
C 0.3317 1.0763 0.7278  -0.03
C 0.4203 -0.3613 0.8692  0.87
C -1.5639 -0.1803 -0.8427  0.01
N -0.1876 0.0181 -0.3524  -0.02
O 2.3198 -0.8577 -0.2496  1.09
H -0.4262 1.6775 1.3875  0.04
H 1.1212 1.7413 0.3504  0.03
H 0.1498 -1.0332 1.7283  0.02
H -2.2004 0.7613 -0.7210  0.00
H -1.5541 -0.3374 -1.9091  0.00
H -1.9480 -1.0968 -0.3489  0.00
H 0.6605 -0.1077 -1.0103  0.03
H 2.8769 -1.3001 0.3709  -0.03

Net charge: +1
Multiplicity: 3
M in g mol⁻¹: 74.1
HOMO-LUMO gap (alpha / beta) in eV: 10.44 / 9.47


3.
Formula: C53H54As2FeN4O2PS2
Source: OMol25
Level of theory: ωB97M-V with the def2-TZVPD basis set

Last column: Mulliken spin population.
Geometry (Å):
Fe -0.1591 0.4532 -0.2862  3.56
O -2.5218 3.1693 -0.0348  0.01
C -2.7066 2.0537 -0.4948  0.05
O -1.8437 1.3644 -1.1915  0.03
C -3.9883 1.3129 -0.2636  0.00
C -5.1933 1.9862 -0.1084  -0.01
C -6.3716 1.2656 -0.0170  0.00
C -6.3415 -0.1230 -0.0584  0.00
C -5.1349 -0.7953 -0.1677  -0.01
C -3.9443 -0.0810 -0.2761  -0.01
P -2.3310 -0.9371 -0.4761  0.00
C -2.6704 -2.3571 0.6722  0.01
C -2.8116 -3.7134 0.3941  0.00
C -2.9718 -4.6341 1.4249  0.00
C -2.9984 -4.2189 2.7465  0.00
C -2.8801 -2.8660 3.0401  0.00
C -2.7145 -1.9556 2.0111  0.01
C -2.5719 -1.6219 -2.1590  0.00
C -1.9994 -2.8269 -2.5710  0.00
C -2.2364 -3.3242 -3.8435  0.00
C -3.0104 -2.6048 -4.7411  0.00
C -3.5438 -1.3833 -4.3606  0.00
C -3.3359 -0.9006 -3.0782  0.00
H -5.1827 3.0685 -0.0915  0.00
H -7.3171 1.7850 0.0715  0.00
H -7.2648 -0.6861 -0.0115  0.00
H -5.1217 -1.8787 -0.1837  0.00
H -2.8331 -4.0674 -0.6268  0.00
H -3.0880 -5.6852 1.1892  0.00
H -3.1283 -4.9399 3.5434  0.00
H -2.9190 -2.5249 4.0678  0.00
H -2.6149 -0.9000 2.2219  0.00
H -1.3585 -3.3782 -1.9027  0.00
H -1.8191 -4.2790 -4.1397  0.00
H -3.1948 -2.9967 -5.7330  0.00
H -4.1287 -0.8066 -5.0655  0.00
H -3.7656 0.0467 -2.7810  0.00
C 2.3525 3.3828 0.0325  0.01
C 2.8247 2.2600 0.9590  0.00
As 2.5300 0.6075 -0.0634  0.06
C 3.2296 -0.8324 1.0696  0.01
C 4.0494 -1.8149 0.5161  0.00
C 4.4406 -2.9172 1.2611  0.00
C 4.0072 -3.0638 2.5713  0.00
C 3.1810 -2.1002 3.1294  0.00
C 2.7978 -0.9965 2.3812  0.01
C 4.0940 0.7861 -1.2303  0.03
C 5.3588 0.9447 -0.6670  0.00
C 6.4682 1.1169 -1.4768  0.00
C 6.3258 1.1414 -2.8592  0.00
C 5.0734 0.9698 -3.4255  0.00
C 3.9618 0.7871 -2.6133  0.00
As 0.4540 3.0098 -0.5277  -0.03
C 0.8249 2.5360 -2.3958  0.05
C 1.3978 3.4207 -3.3042  0.00
C 1.6378 3.0314 -4.6148  0.00
C 1.3284 1.7436 -5.0306  0.00
C 0.7822 0.8407 -4.1297  0.00
C 0.5348 1.2425 -2.8293  0.05
C -0.1114 4.8683 -0.7037  0.01
C 0.0503 5.6930 0.4053  0.00
C -0.3443 7.0201 0.3580  0.00
C -0.9182 7.5293 -0.7982  0.00
C -1.1283 6.6976 -1.8882  0.00
C -0.7392 5.3676 -1.8370  0.00
H 2.9798 3.4254 -0.8605  0.00
H 2.4065 4.3553 0.5195  0.00
H 2.2068 2.2273 1.8576  0.00
H 3.8687 2.3761 1.2514  0.00
H 4.3885 -1.7057 -0.5071  0.00
H 5.0882 -3.6626 0.8161  0.00
H 4.3167 -3.9197 3.1578  0.00
H 2.8269 -2.2084 4.1477  0.00
H 2.1302 -0.2622 2.8010  -0.01
H 5.4777 0.9167 0.4101  0.00
H 7.4479 1.2281 -1.0305  0.00
H 7.1925 1.2955 -3.4887  0.00
H 4.9563 0.9787 -4.5017  0.00
H 2.9876 0.6435 -3.0597  0.00
H 1.6545 4.4239 -2.9864  0.00
H 2.0581 3.7401 -5.3171  0.00
H 1.5143 1.4426 -6.0533  0.00
H 0.5551 -0.1730 -4.4379  0.00
H 0.0809 0.5253 -2.1332  -0.05
H 0.4776 5.2871 1.3163  0.00
H -0.2107 7.6579 1.2222  0.00
H -1.2114 8.5698 -0.8462  0.00
H -1.6040 7.0847 -2.7801  0.00
H -0.9378 4.7102 -2.6741  0.00
S -0.3627 0.7774 2.1013  0.10
C -0.7690 0.9718 3.7331  0.00
N -2.0422 1.0831 4.1221  0.00
C -2.4528 1.3032 5.5041  0.00
C -1.4356 0.6658 6.4369  0.00
C -0.0606 1.2180 6.0966  0.00
N 0.1861 1.0443 4.6685  0.00
H -2.7394 1.1140 3.3983  0.00
H -3.4376 0.8614 5.6466  0.00
H -2.5288 2.3750 5.7081  0.00
H -1.4379 -0.4175 6.3002  0.00
H -1.6867 0.8869 7.4723  0.00
H 0.7203 0.6926 6.6444  0.00
H -0.0033 2.2770 6.3629  0.00
H 1.1357 0.9568 4.3537  0.00
C 2.1667 -4.3453 -2.1234  0.00
N 1.5270 -4.3946 -0.8305  0.00
C 1.5643 -5.5912 0.0041  0.00
C 0.7141 -5.1965 1.2231  0.00
N 0.5139 -3.7699 1.0079  0.00
C 0.9291 -3.3726 -0.2023  0.02
S 0.7480 -1.8330 -0.8392  0.04
H 1.5898 -4.8975 -2.8685  0.00
H 3.1671 -4.7770 -2.0601  0.00
H 2.2462 -3.3073 -2.4346  0.00
H 2.5962 -5.8268 0.2760  0.00
H 1.1453 -6.4434 -0.5322  0.00
H 1.2321 -5.3771 2.1641  0.00
H -0.2421 -5.7232 1.2466  0.00
H -0.0806 -3.2020 1.5888  0.00

Net charge: +1
Multiplicity: 5
M in g mol⁻¹: 1079.8
HOMO-LUMO gap (alpha / beta) in eV: 7.91 / 7.87


Sequential energy above the lowest of the compared OMol25 structures with the same formula, charge and spin output: 70.34; 32.81; 18.69 kcal/mol
Sequential DFT total energy output: -232.33354; -248.59636; -9294.38861 hartree